1.
Computed, not measured: a 3-piece molecular cluster, C4H15N2O overall at a distorted geometry, with the ωB97M-V functional and the def2-TZVPD basis.

Structure (XYZ):
```
22
Properties=species:S:1:pos:R:3:forces:R:3
C 1.197 0.155 0.314 -1.40 0.33 4.42
N 1.154 1.391 0.977 1.39 -1.40 -2.41
C 0.011 -0.690 0.734 -1.04 0.16 -0.48
N -0.556 2.654 -0.230 -1.00 -0.26 0.32
C -1.377 -2.777 0.164 0.61 0.98 -0.58
C 0.005 -2.119 0.235 1.15 -0.84 -0.21
H 1.175 0.458 -0.822 -1.14 -0.43 -1.58
H 2.101 -0.375 0.658 0.80 0.25 -1.38
H 1.927 1.981 0.641 0.28 0.01 0.80
H 0.229 1.930 0.788 -0.99 0.87 0.43
H -0.135 -0.603 1.809 0.43 -0.29 0.24
H -1.547 2.516 -0.017 0.24 0.10 0.15
H -0.373 3.647 -0.270 0.29 0.11 -0.19
H -0.892 -0.217 0.357 -0.17 0.23 -0.23
H -1.236 -3.852 0.131 -0.48 -0.07 0.41
H -2.009 -2.364 0.950 -0.07 -0.70 0.30
H -1.856 -2.480 -0.772 -0.05 -0.06 -0.06
H 0.531 -2.211 -0.720 -0.45 0.45 -0.42
H 0.704 -2.733 0.808 -0.28 0.05 0.69
H -0.972 0.524 -2.067 0.47 -1.09 0.67
H -0.315 2.033 -1.032 0.14 0.34 -0.52
O -0.037 0.717 -1.845 1.27 1.24 -0.35
```
Positions in Å, forces in eV/Å.

Values from the calculation:
**Maximum force**: 4.6 eV Å⁻¹
**Net charge**: +1
**HOMO-LUMO gap**: 6.0 eV
**Energy relative to the best compared isomer or geometry (same formula, charge and spin)**: 712.4 kJ/mol
**HOMO level**: -14.7 eV

natural (NBO) atomic charge list, values in e, 5 entries: number 1, C, carries -0.235; number 2, N, carries -0.371; number 3, C, carries -0.430; number 4, N, carries -0.935; number 5, C, carries -0.601

2.
Computed, not measured: a 2-piece molecular cluster, C4H8N2O overall at a distorted geometry, with the ωB97M-V functional and the def2-TZVPD basis.

Structure (XYZ):
```
15
Properties=species:S:1:pos:R:3:forces:R:3
C 0.906 0.025 -1.384 -0.18 0.00 0.19
N 1.158 0.566 1.570 0.20 0.26 0.04
C 0.601 -0.576 1.046 -0.39 -0.22 -0.44
C 0.422 -0.844 -0.259 0.76 -0.24 0.31
H 0.807 0.846 2.473 0.03 0.00 -0.10
H 1.228 1.342 0.927 -0.01 0.00 0.13
H 0.278 -1.291 1.791 0.05 -0.11 0.00
H 0.131 -1.849 -0.528 -0.26 -0.06 0.12
H 0.343 -0.186 -2.292 0.01 0.09 -0.07
H 1.961 -0.152 -1.598 0.06 0.04 -0.03
H 0.783 1.081 -1.146 0.02 0.13 -0.11
N -2.661 -0.136 -0.461 -0.53 -0.63 -0.57
C -1.912 0.628 0.083 -0.85 0.96 0.55
O -1.538 1.569 0.664 0.79 -0.04 -0.02
H -2.506 -1.024 -0.885 0.32 -0.17 0.00
```
Positions in Å, forces in eV/Å.

Values from the calculation:
**Maximum force**: 1.4 eV Å⁻¹
**HOMO-LUMO gap**: 9.1 eV
**Energy relative to the best compared isomer or geometry (same formula, charge and spin)**: 149.9 kJ/mol
**SMILES string**: C/C=C\N.N=C=O
**HOMO level**: -8.2 eV

natural (NBO) atomic charge list, values in e, 5 entries: number 1, C, carries -0.654; number 2, N, carries -0.804; number 3, C, carries 0.020; number 4, C, carries -0.334; number 5, H, carries 0.384

3.
Computed, not measured: C25H17HfN6O10 as an isolated structure, with the ωB97M-V functional and the def2-TZVPD basis.

Structure (XYZ):
```
59
Properties=species:S:1:pos:R:3:forces:R:3
Hf -0.133 0.654 0.385 -0.26 -0.09 0.16
O -0.238 4.716 1.703 0.04 -0.03 -0.01
C -0.257 3.519 1.630 -0.02 0.00 0.03
N 0.427 2.705 0.729 -0.01 0.09 -0.12
C 1.412 3.256 -0.081 0.05 0.02 0.00
O 1.482 4.363 -0.540 0.04 0.00 0.07
C 2.486 2.229 -0.357 -0.05 -0.23 0.00
C 3.744 2.603 -0.774 0.05 0.03 -0.02
C 4.681 1.610 -1.018 -0.01 -0.03 0.01
C 4.313 0.280 -0.858 0.09 0.05 -0.03
C 3.027 -0.014 -0.453 -0.09 -0.02 0.04
N 2.127 0.941 -0.188 -0.05 0.13 -0.16
C -1.004 2.676 2.629 -0.02 -0.10 -0.01
C -1.676 3.252 3.683 -0.03 0.05 0.04
C -2.321 2.421 4.587 -0.01 0.00 0.01
C -2.271 1.048 4.397 -0.03 0.04 0.05
C -1.585 0.548 3.308 0.03 -0.04 -0.06
N -0.955 1.347 2.441 -0.02 0.02 -0.06
H 3.962 3.655 -0.898 0.00 0.00 0.00
H 5.683 1.867 -1.332 0.00 0.00 0.00
H 5.014 -0.521 -1.045 -0.01 0.00 0.00
H 2.699 -1.038 -0.336 0.00 0.00 -0.01
H -1.677 4.329 3.774 0.00 0.00 0.00
H -2.858 2.839 5.427 0.00 -0.01 0.00
H -2.761 0.369 5.080 0.00 0.00 -0.01
H -1.528 -0.515 3.116 0.00 0.01 0.00
C 1.369 1.896 -3.314 -0.02 0.00 0.01
C -0.062 1.668 -2.988 -0.09 -0.08 0.10
N -0.598 1.263 -1.836 0.00 0.05 -0.07
C -1.969 1.210 -2.049 0.17 -0.08 0.21
C -2.254 1.585 -3.319 -0.05 0.04 -0.05
N -1.042 1.862 -3.883 0.04 0.07 -0.14
C -3.486 1.728 -4.151 0.04 -0.10 -0.06
O -4.631 1.431 -3.581 -0.05 0.08 -0.14
O -3.359 2.085 -5.292 -0.02 0.03 0.02
C -2.844 0.750 -0.953 0.08 -0.01 0.00
O -4.046 0.676 -1.067 -0.03 -0.05 0.07
O -2.158 0.448 0.126 0.13 0.14 -0.01
H 1.991 1.124 -2.866 0.01 0.00 -0.01
H 1.690 2.874 -2.954 0.00 0.00 0.01
H 1.515 1.869 -4.392 -0.01 0.00 0.00
H -0.953 2.166 -4.845 0.00 0.00 0.02
H -4.524 1.147 -2.641 -0.01 -0.03 0.09
O 0.130 -1.351 -0.584 0.10 0.07 0.10
C 0.251 -1.881 0.560 0.08 0.07 0.01
O 0.375 -1.071 1.561 -0.10 -0.06 -0.12
C 0.242 -3.336 0.756 0.03 0.02 0.12
C 0.471 -3.861 2.027 -0.01 0.03 -0.03
C 0.456 -5.231 2.211 0.01 -0.05 0.06
C 0.208 -6.038 1.116 -0.02 0.12 0.00
C -0.023 -5.538 -0.152 -0.01 -0.09 -0.06
C -0.003 -4.168 -0.331 0.00 0.03 -0.07
N 0.189 -7.508 1.310 0.07 -0.09 -0.03
O 0.372 -7.918 2.434 -0.03 0.01 -0.01
O 0.003 -8.191 0.327 -0.02 0.03 0.04
H 0.661 -3.194 2.856 0.00 -0.01 0.01
H 0.631 -5.681 3.177 0.00 0.01 -0.01
H -0.213 -6.220 -0.967 0.00 0.01 0.00
H -0.180 -3.736 -1.306 -0.01 -0.01 0.00
```
Positions in Å, forces in eV/Å.

Values from the calculation:
**Maximum force**: 0.3 eV Å⁻¹
**Net charge**: +1
**HOMO-LUMO gap**: 9.1 eV
**Energy relative to the best compared isomer or geometry (same formula, charge and spin)**: 5.9 kJ/mol
**HOMO level**: -12.9 eV

natural (NBO) atomic charge list, values in e, 5 entries: number 1, Hf, carries 2.528; number 2, O, carries -0.495; number 3, C, carries 0.653; number 4, N, carries -0.900; number 5, C, carries 0.654

In hartree, the E values for the records above are, in order, -345.6744 -341.9466 -2091.9237.